This record from the Open Molecules 2025 dataset describes the molecule C4H7N. The level of theory is ωB97M-V/def2-TZVPD.

ORCA input file:
```
! RIJCOSX wB97M-V def2-TZVPD def2/J DEFGRID3
* xyz 0 1
C 0.838 -0.930 -0.025
H -2.060 -0.508 -0.220
H 0.343 -1.682 0.608
C -1.436 0.286 0.207
H -0.019 0.492 -1.466
N 2.246 0.865 1.175
C -0.038 0.335 -0.384
H 0.585 1.171 0.112
C 1.753 -0.075 0.709
H 1.301 -1.455 -0.872
H -1.393 0.130 1.293
H -1.936 1.242 0.034
*
```

* largest force on an atom: 2.94 eV/Å
* LUMO: 0.94 eV
* energy relative to the best compared isomer or geometry (same formula, charge and spin): 1.280 eV
* orbital gap: 0.418 Eh
* energy: -211.3136 Eh
* SMILES: CCCC#N

Partial atomic charges computed with the natural (NBO) method, in multiples of e: -0.52 0.20 0.25 -0.61 0.21 -0.36 -0.39 0.26 0.29 0.25 0.21 0.22